C12H17NS | wB97M-V/def2-TZVPD

Element x y z (Å)
C -3.05378 -0.44443 -3.51752
C -0.12535 0.29046 -1.30992
C -0.74758 -0.55732 -2.24263
C -2.03449 0.02859 -2.53016
C -2.11810 1.17904 -1.82170
C 1.17179 0.07082 -0.83204
C 1.79749 -1.04756 -1.33788
C 1.23243 -1.89078 -2.30132
C -0.04365 -1.64476 -2.76411
N -0.98810 1.31069 -0.99471
H 1.63873 0.78934 -0.17609
H 2.82749 -1.23144 -1.05659
H -0.65386 2.22815 -0.74642
H 1.79956 -2.74392 -2.64170
H -2.95601 1.84932 -1.73066
H -0.50477 -2.23074 -3.54488
H -3.02542 -1.53989 -3.60428
H -2.84866 -0.13061 -4.55329
H -4.08388 -0.12655 -3.31739
C 1.31929 -0.34774 2.92497
C 2.49577 -0.20729 3.91888
C -0.45079 1.71541 3.36978
S -0.28749 -0.05554 3.71055
H 1.44883 0.29516 2.06399
H 1.31664 -1.38427 2.60148
H 3.41685 0.08316 3.40463
H 2.57894 -1.12035 4.48746
H -0.86876 1.87774 2.37504
H -1.08508 2.17539 4.12796
H 0.51997 2.18886 3.43944
H 2.31201 0.62108 4.59912

Summary:
* SMILES: Cc1c[nH]c2ccccc12.CCSC
* charge: 0
* max |F|: 1.19 eV/Å
* E_tot: -920.389400 a.u.
* spin multiplicity: 1
* HOMO: -7.9997 eV
* lowest unoccupied orbital energy: 0.7665 eV
* gap between HOMO and LUMO: 8.8 eV
* relative energy (zero: lowest compared OMol25 entry of this formula, charge and spin): 73.7 kJ/mol

---

C12H18As2Ca3F15NO11 | wB97M-V/def2-TZVPD

Element x y z (Å)
Ca -0.95734 -3.34360 3.48144
Ca -0.74185 2.03209 0.18529
Ca -2.84846 -1.18822 -1.22191
As 0.27877 -0.00708 -3.21105
F -0.50923 0.70175 -4.60861
F -0.11299 1.42370 -2.12851
F 1.03155 -0.79851 -1.84595
F 0.34690 -1.46985 -4.31045
F 1.84054 0.69444 -3.67162
F -1.34554 -0.61142 -2.67717
As -3.75259 1.42606 2.74952
F -3.15099 0.01971 1.77804
F -2.79643 2.37333 1.64060
F -4.38184 2.86632 3.56107
F -4.70618 0.16755 3.74178
F -2.41070 1.00740 3.93967
F -5.24266 1.38781 1.62452
C -4.07611 1.48415 -1.30910
O -4.71508 0.21922 -1.31084
O -2.71880 1.18785 -0.98799
C -4.40232 2.29949 -2.67598
F -4.31226 1.56452 -3.83939
F -5.69749 2.78337 -2.62959
F -3.76639 3.46185 -2.86721
C -6.09908 0.21529 -1.30521
C -6.50562 -1.29279 -1.08364
H -5.72177 -1.97821 -1.40594
H -6.61228 -1.56704 -0.03411
H -7.46649 -1.53742 -1.53641
H -6.51932 0.54298 -2.25607
H -6.43384 0.85430 -0.48808
H -4.41603 1.98927 -0.40498
N -0.35636 -0.70909 1.28802
O -0.16997 0.26204 1.90422
O -0.29827 -1.77421 1.93164
O -0.82397 -0.66334 0.18969
C 5.88883 2.25203 -1.25313
C 4.66023 3.07184 -0.69993
C 3.81692 3.63669 -1.84537
O 2.52418 3.14190 -1.54627
C 2.51778 2.37154 -0.48015
O 1.50778 1.88880 0.08464
O 3.81173 2.16367 0.00755
H 5.39826 1.52023 -1.89493
H 6.54724 2.03932 -0.41089
H 6.53972 2.88995 -1.85105
H 5.06492 3.72998 0.06896
H 3.89344 3.19802 -2.84027
H 3.70387 4.69128 -1.59405
C 4.81975 -5.13790 1.82032
C 4.76751 -4.13852 2.98270
C 4.55250 -2.62829 2.59739
O 3.23603 -2.29706 2.98127
C 2.61136 -3.43108 3.49651
O 1.40493 -3.61353 3.51496
O 3.54665 -4.40319 3.69527
H 3.98545 -5.01301 1.13006
H 4.75190 -6.17569 2.14661
H 5.80306 -5.09795 1.35170
H 5.53242 -4.25350 3.75068
H 4.53423 -2.57878 1.50867
H 5.14981 -1.85044 3.07307

Summary:
* charge: +3
* max |F|: 6.43 eV/Å
* E_tot: -9352.138720 a.u.
* spin multiplicity: 2
* HOMO (alpha / beta): -17.6441 / -17.6440 eV
* lowest unoccupied orbital energy (alpha / beta): -10.2428 / -13.3228 eV
* gap between HOMO and LUMO (alpha / beta): 7.4 / 4.3 eV